Computed, not measured: C12H21N7O3 in the gas phase at a distorted geometry, with ωB97M-V/def2-TZVPD.

Geometry (Å):
C  -2.27068  1.97027  0.12008
C  -0.84967  1.50356  -0.47757
C  -3.63943  1.42607  -0.39773
C  -4.12507  0.13564  0.42988
C  -5.35764  -0.31321  0.42970
C  -4.02131  -2.00476  0.87762
C  0.47398  -0.41876  -1.10738
C  0.55025  -1.93560  -0.88215
C  1.84125  0.03514  -0.69750
C  2.94438  0.01793  -1.85998
C  4.30329  0.20216  -1.14211
C  4.56044  0.18480  1.40287
H  -2.17171  3.93483  -0.71931
H  -0.97996  3.53464  0.51890
H  -1.98510  1.51347  1.12237
H  -3.50321  1.22163  -1.39986
H  -4.32578  2.23408  -0.01041
H  -6.45756  -0.04396  0.22831
H  -3.70158  -3.00108  1.18478
H  -6.17731  -2.12581  0.99632
H  -1.34692  -0.28970  0.14533
H  0.19439  -0.35542  -2.22771
H  1.44639  1.22434  -0.37799
H  2.12217  -0.62723  0.24783
H  2.80621  0.69293  -2.88374
H  3.11744  -1.09971  -2.47046
H  5.20574  0.17655  -1.92884
H  4.28541  1.30154  -0.87580
H  4.58604  -1.52563  0.09311
H  3.54686  1.70467  1.02415
H  5.82793  -1.15916  2.21556
H  5.04192  0.05999  3.31638
H  0.00482  -1.58631  0.84711
N  -2.15479  3.40126  0.32649
N  -3.32027  -0.87054  0.65567
N  -5.32977  -1.66884  0.88025
N  -0.65322  0.19896  -0.43837
N  4.55626  -0.48268  0.15334
N  4.23630  1.34459  1.76503
N  5.10978  -0.51228  2.43971
O  -0.00823  2.33719  -0.96035
O  1.06413  -2.58551  -1.76467
O  0.05597  -2.31135  0.26309

The LUMO energy comes out at 0.4 eV. The gap between HOMO and LUMO is 9.17 eV. As for the HOMO energy: -0.3205 Eh. The energy relative to the best compared isomer or geometry (same formula, charge and spin) is 153.8 kcal per mole.